Entry 1:
{
  "formula": "CHCl3S",
  "method": "the ωB97M-V functional and the def2-TZVPD basis",
  "symbols": ["C", "S", "Cl", "Cl", "Cl", "H"],
  "coordinates": [[1.2643, -0.4166, -0.3814], [-2.4828, 0.7416, -0.1859], [-0.2607, 0.0148, -1.0258], [1.4603, -2.1106, -0.3076], [1.7759, 0.4842, 1.0248], [-1.7571, 1.2867, 0.8758]],
  "multiplicity": 1,
  "homo_lumo_gap_ha": [0.297, 0.271],
  "e_homo_ev": [-9.46, -9.17]
}


Entry 2:
{
  "formula": "C4H5NOS2",
  "method": "the ωB97M-V functional and the def2-TZVPD basis",
  "symbols": ["C", "C", "S", "C", "N", "S", "C", "O", "H", "H", "H", "H", "H"],
  "coordinates": [[3.7634, -0.1411, -0.3189], [2.5809, 0.4751, 0.2984], [0.8856, 0.3837, -0.4412], [0.3221, -1.0140, 0.7567], [-0.9277, -1.3498, 0.6518], [-2.0246, -0.7489, -0.4749], [-2.0728, 1.1740, -0.2267], [-1.5703, 1.5185, 0.8280], [4.6674, -0.3601, 0.2371], [3.7817, -0.7334, -1.3584], [2.5796, 1.1939, 1.2850], [1.0953, -1.5521, 1.4623], [-2.4047, 1.6320, -1.2113]],
  "multiplicity": 1,
  "homo_lumo_gap_ha": 0.324,
  "e_homo_ev": -8.71
}


Entry 3:
{
  "formula": "C3H3O3",
  "method": "the ωB97M-V functional and the def2-TZVPD basis",
  "symbols": ["C", "C", "C", "O", "O", "O", "H", "H", "H"],
  "coordinates": [[0.3538, -0.5452, 0.0277], [-1.9356, -1.1846, 0.3985], [0.3546, 0.9955, -0.5393], [-0.6329, 1.5875, -0.7690], [-0.7482, -1.0871, 0.2984], [1.5430, 1.4655, -0.5455], [1.2390, -1.1286, 0.3925], [-2.5356, -0.9529, 1.2186], [2.3620, 0.8498, -0.4820]],
  "multiplicity": 1,
  "charge": 1,
  "homo_lumo_gap_ha": [0.309, 0.335],
  "e_homo_ev": [-15.40, -15.87]
}


Entry 4:
{
  "formula": "O4PSn",
  "method": "the ωB97M-V functional and the def2-TZVPD basis",
  "symbols": ["Sn", "P", "O", "O", "O", "O"],
  "coordinates": [[-0.2496, 2.6808, 0.6324], [0.0279, -0.5696, -0.1565], [0.8943, -1.3622, -1.1122], [-0.7812, -1.5198, 0.7014], [-0.9051, 0.5021, -0.8717], [1.0137, 0.2688, 0.8066]],
  "multiplicity": 1,
  "charge": -1,
  "homo_lumo_gap_ha": 0.142,
  "e_homo_ev": -3.15
}


Entry 5:
{
  "formula": "C34H39F4NO5P",
  "method": "the ωB97M-V functional and the def2-TZVPD basis",
  "symbols": ["C", "C", "C", "C", "C", "N", "C", "C", "C", "O", "O", "C", "C", "P", "O", "O", "O", "H", "H", "H", "H", "H", "H", "H", "H", "H", "H", "H", "H", "H", "H", "H", "H", "H", "H", "H", "F", "C", "C", "C", "C", "C", "C", "H", "H", "H", "H", "H", "F", "C", "C", "C", "C", "C", "C", "H", "H", "H", "H", "H", "F", "C", "C", "C", "C", "C", "C", "H", "H", "H", "H", "H", "F", "C", "C", "C", "C", "C", "C", "H", "H", "H", "H", "H"],
  "coordinates": [[3.4046, -1.1665, 2.0839], [2.4751, -1.4294, 1.1826], [1.0155, -1.0771, 1.4438], [0.1078, -1.1954, 0.1902], [-1.3989, -0.9078, 0.4320], [-1.7593, -0.8030, 1.8916], [-3.2487, -0.8376, 2.0734], [-3.9592, 0.4263, 2.6422], [-3.1166, 1.6655, 2.9654], [-3.1641, 2.1352, 4.0262], [-2.2609, 2.2414, 2.0548], [-1.1881, -2.0614, 2.5059], [0.3608, -1.8619, 2.6561], [1.1621, -3.4611, 3.1264], [0.1118, -4.2380, 3.8001], [2.3311, -3.1912, 4.2140], [1.6819, -4.3346, 1.8681], [4.3440, -1.7207, 2.1488], [3.2011, -0.3646, 2.8063], [2.8005, -1.8687, 0.2296], [1.0012, -0.0021, 1.7354], [0.2038, -2.2122, -0.2352], [0.4584, -0.5020, -0.6116], [-1.7415, 0.0263, -0.0444], [-1.9621, -1.7296, -0.0624], [-1.2461, -0.0406, 2.3435], [-3.6996, -1.0759, 1.0970], [-3.5102, -1.6994, 2.7042], [-4.5128, 0.1506, 3.5490], [-4.7414, 0.7396, 1.9247], [-2.0290, 1.6111, 1.3543], [-1.3376, -2.9210, 1.8403], [-1.5537, -2.2242, 3.5266], [0.4709, -1.2007, 3.5336], [2.2120, -2.2734, 4.5394], [1.1645, -4.1729, 1.0654], [-3.1673, -1.7938, -1.6588], [-4.0864, -2.7864, -1.5126], [-5.0188, -2.9850, -2.5090], [-5.9547, -3.9992, -2.3655], [-5.9516, -4.7932, -1.2251], [-5.0099, -4.5782, -0.2296], [-4.0654, -3.5709, -0.3745], [-5.0104, -2.3513, -3.3867], [-6.6871, -4.1704, -3.1432], [-6.6853, -5.5810, -1.1142], [-5.0094, -5.1946, 0.6602], [-3.3172, -3.3968, 0.3896], [1.1886, 1.0794, -2.1179], [1.4575, 0.8133, -3.4193], [2.4070, 1.5673, -4.0779], [2.6849, 1.2900, -5.4091], [2.0027, 0.2718, -6.0638], [1.0469, -0.4736, -5.3872], [0.7746, -0.2058, -4.0529], [2.9220, 2.3618, -3.5525], [3.4324, 1.8683, -5.9366], [2.2177, 0.0603, -7.1035], [0.5128, -1.2640, -5.8985], [0.0380, -0.7822, -3.5060], [2.6017, 4.0726, -9.3246], [2.5942, 4.9064, -8.2693], [2.0462, 4.4784, -7.0758], [2.0422, 5.3362, -5.9849], [2.5764, 6.6128, -6.1038], [3.1197, 7.0301, -7.3123], [3.1345, 6.1708, -8.4021], [1.6269, 3.4826, -7.0050], [1.6217, 5.0089, -5.0420], [2.5690, 7.2829, -5.2532], [3.5323, 8.0263, -7.4063], [3.5610, 6.4754, -9.3491], [1.9416, -0.5659, 5.0072], [2.0629, 0.1966, 6.1378], [1.5567, -0.2844, 7.3258], [1.6843, 0.4872, 8.4718], [2.3056, 1.7278, 8.4072], [2.8047, 2.1959, 7.1990], [2.6878, 1.4217, 6.0536], [1.0690, -1.2515, 7.3528], [1.2991, 0.1211, 9.4141], [2.4007, 2.3303, 9.3013], [3.2852, 3.1640, 7.1480], [3.0783, 1.7650, 5.1035]],
  "multiplicity": 1,
  "charge": 1,
  "homo_lumo_gap_ha": 0.295,
  "e_homo_ev": -10.67
}


Entry 6:
{
  "formula": "C7H18ClEuIO2P",
  "method": "the ωB97M-V functional and the def2-TZVPD basis",
  "symbols": ["C", "I", "H", "H", "H", "Eu", "P", "C", "C", "H", "H", "H", "C", "H", "H", "H", "H", "H", "H", "C", "O", "Cl", "C", "C", "O", "H", "H", "H", "H", "H", "H"],
  "coordinates": [[1.2952, -1.4032, -0.0226], [1.4876, 1.5442, 0.2509], [0.3008, -0.9368, -0.0018], [1.3378, -2.0760, 0.8507], [1.4099, -1.9955, -0.9455], [-2.8891, 0.1670, 2.2427], [-0.3354, 0.1656, -2.2323], [1.0326, 0.7271, -3.3250], [-1.0475, -1.1268, -3.3341], [-2.4630, 1.2946, -2.0281], [-1.7003, 1.6191, -3.6361], [-1.1141, 2.4650, -2.1541], [-1.5272, 1.5294, -2.5529], [-1.9839, -1.4856, -2.8844], [-1.2249, -0.7050, -4.3329], [0.6641, 0.7890, -4.3599], [1.8512, -0.0027, -3.2606], [-0.3384, -1.9648, -3.3978], [1.4017, 1.7016, -2.9838], [2.3988, -0.4195, 0.0531], [3.5899, -0.5723, -0.0039], [-2.8108, -0.8385, -0.0961], [0.0476, 0.4323, 5.1905], [0.3074, 0.3222, 3.7078], [-0.7677, -0.4371, 3.0458], [-0.9741, 0.7656, 5.4092], [0.7388, 1.1592, 5.6270], [0.2189, -0.5257, 5.6923], [0.2975, 1.2959, 3.2099], [1.2618, -0.1543, 3.4681], [-0.4652, -1.3340, 2.8040]],
  "s2": 12.01,
  "multiplicity": 7,
  "charge": 2,
  "homo_lumo_gap_ha": [0.313, 0.187],
  "e_homo_ev": [-15.81, -14.61]
}


Entry 7:
{
  "formula": "C28H24N2O8P2RuSSi",
  "method": "the ωB97M-V functional and the def2-TZVPD basis",
  "symbols": ["Ru", "O", "P", "O", "O", "O", "P", "O", "O", "O", "H", "H", "O", "C", "C", "C", "C", "C", "C", "C", "N", "C", "C", "N", "H", "H", "H", "H", "H", "H", "H", "S", "C", "C", "C", "C", "C", "C", "C", "Si", "C", "C", "C", "C", "C", "C", "C", "C", "C", "C", "C", "C", "H", "H", "H", "H", "H", "H", "H", "H", "H", "H", "H", "H", "H", "H", "H"],
  "coordinates": [[0.0647, -0.0638, 0.2440], [0.4223, 2.1307, 3.9213], [0.9257, 0.7425, 3.1771], [1.7061, -0.0319, 4.1602], [-0.3121, 0.1687, 2.5453], [1.8307, 1.4476, 2.0165], [2.8076, 0.5042, 1.0755], [2.7355, 1.3581, -0.2928], [4.1836, 0.5046, 1.5914], [2.0757, -0.8011, 0.8623], [0.9850, 2.1931, 4.6880], [2.0787, 0.9483, -0.8974], [0.8962, 0.3559, -2.0441], [0.5137, 1.1904, -2.9305], [0.4998, 0.8255, -4.3034], [0.1845, 1.7151, -5.2977], [-0.1646, 3.0278, -4.9857], [-0.1891, 3.4188, -3.6630], [0.1290, 2.5398, -2.6278], [0.0451, 2.9801, -1.2580], [-0.1353, 2.2253, -0.1832], [-0.2370, 3.0555, 0.8868], [-0.1031, 4.3442, 0.4763], [0.0708, 4.2909, -0.8845], [0.7610, -0.1962, -4.5341], [0.1974, 1.3954, -6.3339], [-0.4310, 3.7222, -5.7721], [-0.4983, 4.4321, -3.4284], [-0.3930, 2.6805, 1.8790], [-0.1217, 5.2692, 1.0177], [0.2320, 5.0699, -1.4986], [0.9260, -3.0971, -0.7139], [-0.1313, -1.9944, -0.3318], [-3.8818, 4.1948, 1.3355], [-3.4082, 3.2915, 2.2758], [-3.0083, 2.0305, 1.8816], [-3.0837, 1.6279, 0.5468], [-3.5466, 2.5561, -0.3838], [-3.9434, 3.8227, 0.0015], [-2.3454, -0.0799, 0.0617], [-3.2199, -0.4455, -1.6328], [-4.5995, -0.3304, -1.7680], [-5.2269, -0.5515, -2.9804], [-4.4784, -0.9098, -4.0900], [-3.1053, -1.0503, -3.9696], [-2.4850, -0.8174, -2.7538], [-3.3249, -1.3102, 1.1862], [-4.4624, -0.9308, 1.8964], [-5.1549, -1.8282, 2.6887], [-4.7241, -3.1398, 2.7912], [-3.5928, -3.5369, 2.0942], [-2.9078, -2.6348, 1.3015], [-4.1899, 5.1875, 1.6391], [-3.3351, 3.5832, 3.3166], [-2.6066, 1.3388, 2.6068], [-3.5888, 2.2741, -1.4265], [-4.2951, 4.5317, -0.7396], [-5.1837, -0.0666, -0.8991], [-6.3019, -0.4460, -3.0634], [-4.9703, -1.0857, -5.0404], [-2.5200, -1.3388, -4.8339], [-1.4125, -0.9234, -2.6559], [-4.8065, 0.0914, 1.8309], [-6.0330, -1.5037, 3.2357], [-5.2642, -3.8432, 3.4142], [-3.2459, -4.5585, 2.1784], [-2.0149, -2.9420, 0.7713]],
  "multiplicity": 1,
  "charge": -2,
  "homo_lumo_gap_ha": [0.240, 0.237],
  "e_homo_ev": [-2.08, -2.05]
}


Entry 8:
{
  "formula": "C19H25NO5S",
  "method": "the ωB97M-V functional and the def2-TZVPD basis",
  "symbols": ["C", "C", "O", "C", "C", "C", "N", "C", "O", "C", "C", "C", "C", "C", "S", "O", "O", "C", "C", "C", "C", "C", "C", "C", "C", "O", "H", "H", "H", "H", "H", "H", "H", "H", "H", "H", "H", "H", "H", "H", "H", "H", "H", "H", "H", "H", "H", "H", "H", "H", "H"],
  "coordinates": [[0.3695, -1.4372, 5.0965], [-0.7301, -1.8284, 4.1210], [-1.7876, -0.8963, 4.2469], [-2.9819, -1.2546, 3.5970], [-2.8991, -1.1799, 2.0670], [-2.4616, 0.2152, 1.6247], [-1.8802, 0.1869, 0.3055], [-2.0194, 1.1825, -0.5915], [-2.7009, 2.1777, -0.4215], [-1.2305, 0.9455, -1.8176], [-0.9666, 1.7325, -2.9073], [-0.0471, 1.0107, -3.7009], [0.1803, -0.1706, -3.0469], [1.0466, -1.3312, -3.3168], [1.9498, -1.8158, -1.7750], [0.9925, -2.1288, -0.7505], [2.8635, -2.8573, -2.1604], [2.9562, -0.3579, -1.2743], [2.1565, 0.5989, -0.4697], [1.7579, 0.2590, 0.8184], [0.9762, 1.1233, 1.5620], [0.5671, 2.3461, 1.0432], [-0.3165, 3.2708, 1.8178], [0.9818, 2.6880, -0.2391], [1.7652, 1.8292, -0.9859], [-0.5413, -0.2131, -1.9143], [1.1995, -2.1337, 5.0184], [-0.0139, -1.4481, 6.1131], [0.7242, -0.4343, 4.8755], [-0.3342, -1.8334, 3.0951], [-1.0990, -2.8399, 4.3504], [-3.2890, -2.2679, 3.8983], [-3.7235, -0.5388, 3.9615], [-2.1712, -1.9112, 1.7082], [-3.8701, -1.4400, 1.6457], [-1.7277, 0.5911, 2.3474], [-3.3028, 0.9109, 1.5968], [-1.2157, -0.5486, 0.1082], [-1.3765, 2.7013, -3.1018], [0.3824, 1.3196, -4.6320], [1.7885, -1.1357, -4.0837], [0.4805, -2.2288, -3.5640], [3.7717, -0.8057, -0.7097], [3.3352, 0.0656, -2.2002], [2.0576, -0.6922, 1.2310], [0.6808, 0.8431, 2.5628], [-0.4227, 2.9442, 2.8491], [0.0831, 4.2833, 1.8066], [-1.3037, 3.2981, 1.3555], [0.6779, 3.6356, -0.6581], [2.0793, 2.1178, -1.9792]],
  "multiplicity": 1,
  "homo_lumo_gap_ha": 0.339,
  "e_homo_ev": -8.70
}


Entry 9:
{
  "formula": "C4H5N3",
  "method": "the ωB97M-V functional and the def2-TZVPD basis",
  "symbols": ["N", "C", "C", "N", "C", "N", "C", "H", "H", "H", "H", "H"],
  "coordinates": [[-1.7191, 0.2253, 0.6442], [-0.3777, -0.0306, -0.7924], [0.1018, 1.2383, -1.0614], [0.6376, 0.8330, 0.1640], [1.4859, -0.1345, 0.4959], [1.2528, -1.3829, 0.0983], [0.1874, -1.3304, -0.6954], [-1.6901, 1.1529, 1.0977], [-1.5952, -0.5675, 1.2791], [-0.3799, 2.2049, -1.1304], [2.2749, 0.0956, 1.1851], [-0.1355, -2.2436, -1.1743]],
  "multiplicity": 1,
  "homo_lumo_gap_ha": [0.262, 0.263],
  "e_homo_ev": [-8.03, -7.92]
}